1.
{
  "formula": "C21H46NOP3SYb",
  "method": "the ωB97M-V functional and the def2-TZVPD basis",
  "species": ["Yb", "P", "P", "P", "H", "C", "C", "H", "C", "C", "C", "C", "C", "C", "C", "C", "C", "H", "H", "H", "H", "H", "H", "H", "H", "H", "H", "H", "H", "H", "H", "H", "H", "H", "H", "H", "H", "H", "H", "H", "H", "H", "H", "H", "H", "H", "C", "C", "C", "C", "C", "C", "S", "H", "H", "H", "H", "H", "H", "C", "N", "C", "C", "C", "O", "H", "H", "H", "H", "H", "H", "H", "H", "H"],
  "coordinates": [[0.299, -2.367, -2.789], [-0.232, 2.207, 1.326], [-3.184, -0.988, -0.454], [2.899, 0.718, -1.029], [2.575, -2.739, -5.554], [2.279, -2.137, -4.683], [2.624, -2.887, -3.390], [1.975, -3.788, -3.236], [-0.549, 3.410, 0.032], [-1.822, 1.634, 1.933], [0.633, 2.999, 2.702], [-3.449, -2.631, -1.262], [-4.654, -0.908, 0.650], [-3.746, 0.156, -1.762], [4.563, 0.503, -1.821], [3.396, 0.590, 0.749], [2.794, 2.548, -1.163], [2.920, -1.249, -4.762], [3.658, -3.274, -3.476], [-0.837, 4.371, 0.477], [-1.373, 3.052, -0.597], [0.339, 3.555, -0.592], [-2.185, 2.299, 2.720], [-1.741, 0.628, 2.346], [-2.560, 1.622, 1.129], [-0.083, 3.514, 3.361], [1.362, 3.742, 2.345], [1.161, 2.243, 3.299], [-4.434, -3.020, -0.965], [-2.655, -3.304, -0.913], [-3.412, -2.529, -2.352], [-5.455, -0.316, 0.190], [-4.353, -0.424, 1.590], [-5.018, -1.917, 0.869], [-4.837, 0.133, -1.849], [-3.293, -0.122, -2.717], [-3.418, 1.173, -1.511], [5.207, 1.356, -1.577], [4.396, 0.460, -2.908], [5.048, -0.436, -1.519], [4.456, 0.858, 0.828], [3.256, -0.427, 1.134], [2.804, 1.277, 1.370], [3.782, 2.936, -1.444], [2.473, 3.016, -0.224], [2.079, 2.797, -1.957], [0.860, -1.710, -4.853], [0.544, -0.448, -4.327], [-0.762, -0.120, -4.054], [-1.793, -0.962, -4.469], [-1.495, -2.262, -4.883], [-0.174, -2.629, -5.157], [2.732, -1.802, -1.833], [0.560, 1.106, 0.802], [1.383, 0.253, -4.191], [-0.931, 0.858, -3.603], [-2.827, -0.598, -4.445], [-2.302, -2.965, -5.045], [0.025, -3.583, -5.651], [1.515, -2.933, 3.005], [1.373, -3.028, 1.551], [2.518, -3.535, 0.817], [0.309, -2.535, 0.902], [-0.784, -1.978, 1.762], [0.236, -2.557, -0.377], [2.451, -3.422, 3.278], [0.694, -3.434, 3.542], [1.552, -1.887, 3.346], [2.214, -4.118, -0.061], [3.156, -2.720, 0.441], [3.087, -4.139, 1.527], [-0.400, -1.183, 2.422], [-1.580, -1.563, 1.126], [-1.208, -2.780, 2.389]],
  "atomic_forces_ev_per_a": [[-1.837, -0.969, 5.608], [-0.135, 0.225, 0.269], [-0.301, 0.076, -0.455], [2.090, 0.479, 0.345], [-0.069, -0.245, 0.342], [1.076, 0.105, -1.815], [1.727, 0.112, 0.170], [0.466, 0.170, 0.066], [0.101, -0.048, -0.409], [-0.148, -0.401, 0.064], [0.480, -0.086, 0.086], [0.012, 0.096, 0.244], [0.187, 0.196, 0.434], [-0.099, 0.221, -0.174], [-0.122, -0.005, -0.228], [-0.360, -0.414, 0.090], [-0.560, 0.283, -0.537], [-0.091, -0.197, 0.234], [-0.758, 0.005, -0.127], [0.049, -0.234, 0.005], [0.173, 0.074, 0.114], [-0.224, 0.072, 0.191], [0.157, 0.075, -0.077], [-0.025, 0.087, -0.007], [0.138, -0.063, -0.022], [0.083, -0.192, -0.353], [-0.195, -0.296, 0.031], [-0.129, 0.195, -0.096], [0.390, -0.100, -0.303], [-0.315, -0.083, -0.150], [-0.014, -0.123, 0.108], [0.133, -0.237, 0.165], [-0.333, -0.167, -0.102], [0.038, 0.271, 0.082], [0.193, 0.114, -0.203], [-0.178, 0.203, 0.317], [-0.225, -0.098, -0.134], [-0.091, -0.181, -0.044], [0.232, 0.079, 0.245], [-0.244, 0.401, -0.043], [-0.226, -0.026, 0.010], [0.122, 0.152, -0.034], [0.177, -0.188, -0.171], [-0.347, -0.023, 0.135], [0.100, -0.181, -0.229], [0.240, 0.241, 0.145], [0.051, 0.407, -1.493], [1.102, 0.105, -0.735], [-0.380, 1.141, -0.501], [-0.391, 0.020, 0.777], [-0.049, 0.128, -0.819], [0.068, 0.463, -0.820], [-0.627, -0.819, -1.027], [-0.708, 0.834, 0.373], [-0.600, -0.335, 0.296], [-0.400, -0.200, -0.282], [0.485, -0.457, 0.135], [-0.010, 0.032, -0.307], [0.139, 0.092, 0.414], [-0.197, -0.006, 0.486], [-0.549, 0.520, -0.608], [0.493, -0.179, -0.039], [0.453, -0.396, -0.742], [-0.480, 0.035, -0.086], [-0.370, -0.085, 1.122], [-0.229, 0.137, 0.059], [0.293, 0.127, -0.297], [0.062, -0.277, -0.133], [-0.005, 0.007, 0.415], [-0.173, -0.327, 0.396], [0.010, -0.091, -0.497], [-0.044, -0.379, -0.076], [0.518, -0.210, 0.298], [0.201, 0.339, -0.094]],
  "homo_energy_ev": [-15.9, -15.9],
  "multiplicity": 2,
  "orbital_gap_ev": [7.3, 5.4],
  "charge": 3
}

***

2.
{
  "formula": "C18H15InN5O3",
  "method": "the ωB97M-V functional and the def2-TZVPD basis",
  "species": ["In", "O", "C", "C", "C", "C", "C", "C", "C", "O", "N", "N", "C", "C", "C", "C", "C", "C", "C", "O", "H", "H", "H", "H", "H", "H", "H", "H", "H", "H", "N", "C", "C", "N", "C", "C", "N", "H", "H", "H", "H", "H"],
  "coordinates": [[-0.439, 0.001, 0.685], [0.808, 1.024, -4.661], [0.816, -0.301, -4.561], [1.214, -1.026, -5.668], [1.348, -2.422, -5.593], [0.998, -3.180, -4.453], [0.548, -2.474, -3.387], [0.435, -1.064, -3.416], [0.078, -0.347, -2.137], [-0.192, -1.092, -1.074], [0.189, 0.971, -2.119], [-0.063, 1.492, -0.842], [-0.470, 2.715, -0.583], [-0.679, 3.282, 0.760], [-0.749, 4.688, 0.766], [-1.117, 5.379, 1.937], [-1.624, 4.663, 2.984], [-1.640, 3.270, 3.009], [-1.123, 2.563, 1.906], [-1.052, 1.204, 2.072], [0.477, 1.332, -3.811], [1.308, -0.476, -6.593], [1.674, -2.996, -6.506], [1.277, -4.256, -4.451], [0.354, -2.935, -2.423], [-0.612, 3.404, -1.452], [-0.371, 5.242, -0.073], [-0.906, 6.464, 2.069], [-2.042, 5.137, 3.826], [-2.032, 2.767, 3.893], [0.146, -2.639, 5.450], [0.258, -2.730, 4.121], [0.081, -1.600, 3.308], [0.131, -1.688, 1.966], [0.367, -2.888, 1.403], [0.517, -3.992, 2.250], [0.387, -3.964, 3.561], [0.140, -1.731, 5.860], [0.644, -3.204, 6.124], [-0.164, -0.645, 3.755], [0.451, -2.957, 0.293], [0.628, -4.989, 1.805]],
  "atomic_forces_ev_per_a": [[0.805, -0.834, -1.476], [-0.119, -0.204, -0.298], [-0.280, -1.403, 0.566], [-0.088, -1.460, -0.430], [-0.202, -0.247, -1.260], [1.377, -0.152, -1.320], [-0.208, 0.885, 1.182], [-0.027, 1.107, 0.993], [0.895, -0.674, -0.432], [-0.270, 0.504, -0.188], [-0.983, 0.312, 1.006], [-0.576, 0.604, 0.763], [1.073, -0.782, -1.180], [-1.171, -0.240, -0.863], [0.284, 0.411, 1.838], [1.036, 0.765, -1.395], [-0.146, -1.494, 0.212], [0.261, 0.307, -0.868], [0.018, -0.219, 1.057], [-0.424, 1.178, 0.309], [-0.103, 0.809, 0.622], [0.464, -0.133, -0.091], [-0.279, 0.864, 1.017], [-0.675, 0.880, 0.215], [-0.160, -0.119, -0.232], [0.225, -0.547, 0.728], [-0.043, 0.081, -0.355], [-0.604, -0.912, -0.492], [-0.192, 0.765, 0.922], [0.180, -0.135, -0.433], [0.318, 0.383, 1.664], [-0.223, -1.144, -1.109], [-0.081, 0.090, -0.409], [-0.097, -0.454, 0.379], [0.387, -0.016, -0.363], [-0.502, -0.642, -0.732], [0.538, 1.223, 0.312], [-0.333, 0.863, -0.216], [-0.103, -0.935, -0.768], [0.094, 0.130, -0.178], [-0.163, 0.135, 1.168], [0.094, 0.450, 0.133]],
  "homo_energy_ev": -10.9,
  "orbital_gap_ev": 6.9,
  "charge": 1
}

***

3.
{
  "formula": "C6H12O",
  "method": "the ωB97M-V functional and the def2-TZVPD basis",
  "species": ["C", "C", "C", "C", "C", "C", "H", "H", "H", "H", "H", "H", "H", "H", "H", "H", "O", "H", "H"],
  "coordinates": [[0.138, 0.977, -2.782], [0.793, 0.143, -1.891], [0.502, 0.175, -0.412], [1.774, -0.531, 0.308], [-0.659, 0.695, 0.029], [-0.650, 1.080, 1.550], [-0.890, 1.204, -2.497], [0.339, 1.091, -3.741], [1.652, -0.539, -2.222], [1.725, -0.334, 1.374], [1.941, -1.686, 0.421], [2.688, -0.107, -0.169], [-1.487, 0.753, -0.620], [-0.009, 1.937, 1.734], [-1.674, 1.338, 1.854], [-0.115, 0.368, 2.199], [-1.968, -1.862, 1.856], [-2.763, -2.502, 1.751], [-1.339, -2.200, 1.258]],
  "atomic_forces_ev_per_a": [[-0.615, -3.193, 5.556], [-0.340, 0.785, -1.808], [1.163, -2.456, -1.907], [-0.745, 0.307, 0.638], [3.311, -0.943, 3.598], [-0.639, -0.140, -0.999], [0.452, 1.084, 0.189], [1.245, 0.175, -4.276], [-1.043, 1.461, 0.431], [0.436, 0.727, 0.150], [-1.085, 1.794, -1.365], [-0.592, -0.321, 0.679], [-0.791, 0.795, -0.453], [-0.187, 0.650, -0.524], [0.471, -0.371, 0.443], [-1.019, -0.362, -0.334], [-3.409, -1.118, 0.908], [2.066, 1.695, 0.320], [1.322, -0.568, -1.245]],
  "homo_energy_ev": -8.1,
  "orbital_gap_ev": 8.9,
  "smiles": "C=C/C(C)=C/C.O"
}

***

4.
{
  "formula": "C4H8O2",
  "method": "the ωB97M-V functional and the def2-TZVPD basis",
  "species": ["C", "C", "C", "O", "O", "C", "H", "H", "H", "H", "H", "H", "H", "H"],
  "coordinates": [[-0.569, -1.499, 0.114], [0.181, -0.398, 0.082], [1.693, -0.418, 0.146], [2.291, 0.585, -0.639], [-0.246, 0.894, 0.061], [-1.611, 1.185, -0.188], [-0.080, -2.466, 0.081], [-1.650, -1.499, 0.190], [1.996, -0.326, 1.203], [2.057, -1.381, -0.219], [1.803, 1.397, -0.448], [-2.058, 1.623, 0.710], [-2.175, 0.297, -0.478], [-1.652, 1.908, -1.006]],
  "atomic_forces_ev_per_a": [[0.004, 0.052, -0.015], [0.000, -0.180, 0.040], [-0.067, -0.317, 0.151], [-0.072, 0.222, 0.014], [0.081, -0.099, 0.017], [-0.237, 0.033, -0.042], [-0.018, 0.148, 0.035], [0.161, 0.026, -0.042], [-0.053, 0.041, -0.153], [-0.079, 0.115, 0.077], [0.118, -0.053, -0.133], [0.051, -0.099, -0.104], [0.106, 0.152, 0.015], [0.006, -0.042, 0.141]],
  "homo_energy_ev": -9.0,
  "orbital_gap_ev": 9.9,
  "smiles": "C=C(CO)OC"
}

***

5.
{
  "formula": "C2H9N2O",
  "method": "the ωB97M-V functional and the def2-TZVPD basis",
  "species": ["C", "N", "C", "N", "H", "H", "H", "H", "H", "H", "H", "H", "H", "O"],
  "coordinates": [[-1.379, 0.382, -1.110], [-0.603, -0.852, -0.926], [0.388, -0.832, -0.041], [1.430, -1.714, 0.097], [-2.147, 0.078, -1.943], [-2.097, 0.486, -0.210], [-1.064, 1.337, -1.553], [-0.600, -1.687, -1.522], [0.619, 0.130, 0.345], [1.221, -2.671, -0.239], [1.626, -1.675, 1.063], [0.611, 1.662, 2.305], [1.114, 3.085, 2.077], [0.881, 2.272, 1.655]],
  "atomic_forces_ev_per_a": [[-4.282, -2.537, -1.467], [-0.582, -0.039, -2.021], [0.233, 1.996, 2.465], [0.338, -1.921, -1.834], [1.089, 0.447, 1.394], [1.501, 0.405, -1.096], [1.218, -0.386, 0.801], [-0.693, 1.210, -0.172], [0.167, 0.763, 0.208], [0.275, 0.794, 0.685], [0.761, -0.730, 1.032], [-0.494, -0.973, 1.332], [0.147, 0.572, 0.535], [0.323, 0.397, -1.861]],
  "homo_energy_ev": [-4.4, -9.2],
  "multiplicity": 2,
  "orbital_gap_ev": [5.4, 10.0]
}

***

6.
{
  "formula": "C2H4O3S",
  "method": "the ωB97M-V functional and the def2-TZVPD basis",
  "species": ["O", "C", "O", "C", "O", "H", "H", "S", "H", "H"],
  "coordinates": [[0.249, -0.821, -0.374], [-0.262, 0.209, -0.195], [-1.060, 0.898, 0.608], [-0.627, 1.514, -0.609], [-1.575, 1.696, -1.613], [-0.123, 2.421, -0.341], [-2.116, 0.957, -1.470], [2.076, -1.874, 1.655], [0.786, -2.544, 1.717], [2.652, -2.454, 0.621]],
  "atomic_forces_ev_per_a": [[0.162, -1.834, 0.070], [0.692, 1.217, -0.733], [-1.508, -1.342, 2.042], [-0.050, 2.071, -1.647], [1.668, 1.418, 0.957], [0.567, 0.310, -0.602], [-1.849, -1.719, -0.438], [-1.649, -0.425, 1.450], [2.274, 0.839, -0.574], [-0.307, -0.535, -0.525]],
  "homo_energy_ev": -9.3,
  "orbital_gap_ev": 9.9,
  "smiles": "O=C1O[C@@H]1O.S"
}

***

> Which formula does entry 2 have?

C18H15InN5O3